The following is a DFT calculation (ωB97M-V/def2-TZVPD) of a molecular structure, C26H25N9O2OsP.

Its electronic energy is -56605.629 eV. As for the energy relative to the best compared isomer or geometry (same formula, charge and spin): 95.7 kJ/mol. The gap between HOMO and LUMO comes out at 6.8 eV. Its HOMO energy is -17.227 eV.

ORCA input file:
```
! wB97M-V def2-TZVPD RIJCOSX def2/J DEFGRID3
* xyz 3 1
Os -0.080 -0.199 -0.014
C -0.728 1.630 5.199
N -0.467 0.698 4.092
C -0.126 -0.615 4.240
C 0.047 -1.121 2.988
N -0.169 -0.115 2.080
C -0.491 0.979 2.775
P -0.885 2.618 2.103
C 0.568 2.673 1.020
N 1.055 1.626 0.328
C 2.214 2.098 -0.279
C 2.397 3.395 0.067
N 1.361 3.741 0.883
C 1.157 5.072 1.471
C -1.955 2.105 0.724
N -1.616 1.143 -0.141
C -2.598 1.095 -1.109
C -3.516 2.050 -0.820
N -3.101 2.673 0.333
C -3.802 3.795 0.973
H -0.649 1.077 6.130
H 0.011 2.428 5.197
H -1.730 2.043 5.114
H -0.040 -1.080 5.207
H 0.279 -2.129 2.696
H 2.871 1.485 -0.859
H 3.190 4.079 -0.182
H 2.075 5.639 1.353
H 0.351 5.588 0.952
H 0.926 4.983 2.529
H -2.565 0.404 -1.931
H -4.412 2.347 -1.339
H -4.865 3.695 0.773
H -3.635 3.768 2.046
H -3.445 4.738 0.564
N -1.699 -1.387 0.293
C -2.647 -2.045 0.296
C -3.799 -2.865 0.281
C -4.709 -2.811 1.345
C -5.819 -3.631 1.306
C -6.012 -4.491 0.228
C -5.102 -4.543 -0.823
C -3.987 -3.730 -0.809
H -4.547 -2.139 2.176
H -6.531 -3.611 2.119
H -6.884 -5.130 0.208
H -5.261 -5.223 -1.649
H -3.277 -3.760 -1.626
N -0.221 -6.023 -2.421
C 0.335 -5.299 -1.726
C 0.950 -4.336 -0.855
C 2.092 -4.605 -0.107
C 2.597 -3.599 0.702
C 1.949 -2.381 0.755
N 0.832 -2.132 0.046
C 0.355 -3.090 -0.760
H 2.572 -5.573 -0.165
H 3.489 -3.753 1.292
H 2.331 -1.568 1.358
H -0.518 -2.862 -1.353
O -0.221 -0.224 -2.100
C 1.019 -0.219 -2.289
O 1.710 -0.265 -1.225
H 1.464 -0.189 -3.284
*
```